The following is a quantum chemistry calculation of a gas-phase ion, C8H15N3 (charge +2) in a non-equilibrium geometry, from the OMol25 dataset.

The geometry in XYZ format:
```
26
Properties=species:S:1:pos:R:3:mulliken_charge:R:1
C -1.438 -2.157 0.934 -0.52
C 1.216 -1.062 -1.283 -1.26
C -1.314 1.394 0.552 -1.03
C -1.329 -0.500 -1.188 -0.54
C 1.876 -0.009 -0.230 -0.59
C 0.129 1.576 0.944 -0.52
C -0.148 -1.489 -0.878 0.48
C -1.670 0.036 0.171 0.42
N -0.426 -2.277 0.094 0.08
N -1.942 -0.890 1.123 -0.02
N 1.148 1.299 -0.167 -0.14
H -1.769 -2.867 1.665 0.43
H 1.353 -0.805 -2.304 0.42
H 1.985 -1.843 -1.263 0.43
H -1.890 1.806 1.382 0.48
H -1.692 1.972 -0.309 0.36
H -1.204 0.321 -2.020 0.31
H -2.238 -1.110 -1.563 0.33
H 1.821 -0.592 0.798 0.26
H 2.996 0.053 -0.438 0.45
H 0.333 2.684 1.158 0.39
H 0.567 1.013 1.863 0.32
H 0.191 -3.044 0.117 0.33
H -2.354 -0.579 1.986 0.33
H 1.765 2.156 -0.155 0.45
H 0.896 1.501 -1.103 0.34
```

## Properties
lowest unoccupied orbital energy (alpha / beta) = -7.821 / -7.820 eV
energy above the lowest of the compared OMol25 structures with the same formula, charge and spin = 32.3 kcal per mole
frontier orbital gap (alpha / beta) = 7.88 / 7.88 eV
net charge = +2
HOMO energy (alpha / beta) = -15.7 / -15.7 eV